A 2-piece molecular cluster, C2H8OS overall at a distorted geometry. Source: OMol25; level of theory: ωB97M-V/def2-TZVPD.

CARTESIAN COORDINATES (ANGSTROEM)
C -0.771 -0.054 1.891
O -0.842 -1.225 1.057
H 0.177 0.146 2.432
H -1.054 0.774 1.250
H -1.575 -0.187 2.654
H 0.050 -1.582 1.007
C 0.403 -0.080 -1.853
S 1.104 1.243 -0.741
H -0.587 -0.218 -1.455
H 1.042 -0.965 -1.778
H 0.187 0.259 -2.855
H 1.866 1.888 -1.609

Atoms 1-2, force components in eV/Å:
C -1.3045 -0.3652 0.5827
O 0.9478 0.1181 0.4419

## Properties
* gap between HOMO and LUMO: 10.009 eV
* SMILES: CO.CS
* HOMO level: -9.152 eV
* relative energy (zero: lowest compared OMol25 entry of this formula, charge and spin): 89.32 kJ/mol

The net atomic charges from Löwdin, expressed in e, are: atom 1 (C): -0.177, atom 2 (O): -0.148, atom 3 (H): 0.086, atom 4 (H): 0.045, atom 5 (H): 0.083, atom 6 (H): 0.068, atom 7 (C): -0.433, atom 8 (S): 0.616, atom 9 (H): -0.001, atom 10 (H): 0.027, atom 11 (H): 0.023, atom 12 (H): -0.190